The following is a DFT calculation (the ωB97M-V functional and the def2-TZVPD basis) of a 4-piece molecular cluster, C22H37NO13 overall at a distorted geometry.

Calculated values
LUMO energy = -1.5 eV
HOMO level = -9.527 eV
SMILES string = C[C@H](O)COCOC(=O)c1ccncc1.CCOC(=O)OC.CCOC(=O)OC.CCOC(=O)OC
Total charge = 0

Structure (XYZ):
```
73
Properties=species:S:1:pos:R:3:lowdin_charge:R:1
C -1.2313 3.4639 -1.4892 -0.085
C -1.3081 2.1967 -0.4020 -0.311
O -2.4522 2.4317 0.4925 -0.113
C 0.1006 2.3034 0.4931 -0.144
O 0.5868 0.9803 0.9275 -0.160
C 2.0214 0.9962 1.2572 -0.186
O 2.5329 2.3022 1.7014 -0.082
C 3.9243 2.5329 1.2383 -0.211
O 4.9084 2.4305 2.1559 0.007
C 4.2932 2.9567 -0.3116 -0.031
C 5.6576 3.7484 -0.7146 0.008
C 5.9144 4.1632 -2.2409 -0.116
N 5.1088 3.9701 -3.4782 0.007
C 3.9010 3.2025 -3.0670 -0.115
C 3.3996 2.6686 -1.6418 -0.003
H -2.2891 3.9750 -1.6549 0.091
H -0.7358 3.1259 -2.5211 0.093
H -0.5344 4.3327 -1.0658 0.087
H -1.3547 1.1594 -0.9527 0.160
H -2.3935 3.4013 0.7410 0.104
H -0.0683 3.0479 1.4102 0.156
H 0.8619 2.8773 -0.2204 0.104
H 2.6490 0.5872 0.3297 0.149
H 2.2374 0.2125 2.1301 0.168
H 6.4487 4.0131 0.1174 0.112
H 6.9438 4.7395 -2.4396 0.113
H 3.1640 2.9686 -3.9797 0.113
H 2.3885 2.0700 -1.5512 0.091
C -6.9920 4.4781 -0.9614 -0.070
C -7.0407 3.5529 -2.1652 -0.217
O -7.4335 4.2647 -3.3455 0.023
C -6.4734 5.0357 -3.9135 -0.548
O -5.3252 5.1649 -3.5144 0.098
O -7.0151 5.6645 -4.9868 -0.007
C -6.1353 6.5936 -5.6139 -0.054
H -7.9448 5.0037 -0.8416 0.082
H -6.7791 3.9138 -0.0480 0.081
H -6.2199 5.2448 -1.0791 0.072
H -7.7964 2.7790 -1.9959 0.123
H -6.0842 3.0396 -2.3224 0.124
H -5.1804 6.1244 -5.8765 0.097
H -5.9746 7.4539 -4.9570 0.099
H -6.6100 6.9441 -6.5344 0.094
C -0.2713 -2.2280 1.0927 -0.056
C 1.1367 -2.7769 0.9390 -0.206
O 1.1316 -4.0085 0.2060 -0.022
C 0.9760 -3.8928 -1.1361 -0.538
O 0.8496 -2.8480 -1.7581 0.110
O 0.9546 -5.1403 -1.6691 -0.005
C 0.6880 -5.1635 -3.0687 -0.051
H -0.9315 -2.9810 1.5347 0.086
H -0.2718 -1.3366 1.7280 0.072
H -0.7019 -1.9588 0.1232 0.076
H 1.5480 -2.9994 1.9290 0.125
H 1.8081 -2.0484 0.4681 0.116
H 1.3805 -4.5156 -3.6178 0.098
H -0.3484 -4.8653 -3.2540 0.100
H 0.8225 -6.1888 -3.4240 0.095
C 3.0984 -6.8105 7.0742 -0.071
C 1.6734 -6.8624 6.5507 -0.220
O 1.5292 -6.0610 5.3712 0.020
C 2.0218 -6.6019 4.2295 -0.548
O 2.5601 -7.6944 4.1251 0.105
O 1.8415 -5.7078 3.2250 -0.008
C 2.4152 -6.1121 1.9849 -0.041
H 3.4150 -5.7736 7.2255 0.082
H 3.1820 -7.3506 8.0226 0.080
H 3.8007 -7.2557 6.3626 0.074
H 0.9966 -6.4437 7.3026 0.122
H 1.3467 -7.8923 6.3617 0.125
H 2.0662 -7.1079 1.6894 0.104
H 3.5070 -6.0917 2.0571 0.104
H 2.1051 -5.3979 1.2173 0.066
```

The following is a DFT calculation (the ωB97M-V functional and the def2-TZVPD basis) of C22H38BClF6Mg2N3O8S as an isolated structure at a distorted geometry.

Calculated values
LUMO energy = -7.1 eV
HOMO level = -8.816 eV
Total charge = +1

Structure (XYZ):
```
82
Properties=species:S:1:pos:R:3:lowdin_charge:R:1
N 2.7473 1.6410 1.2416 0.014
C 2.5954 1.3209 -0.1750 -0.273
C 1.7787 0.0001 -0.3853 -0.317
O 2.7587 -1.0465 -0.2593 -0.243
C 1.1018 0.0416 -1.7871 -0.098
C -0.0479 -0.9222 -2.0373 -0.300
O 0.3638 -1.4978 -3.2707 -0.060
B 1.1337 -2.7168 -2.9324 -0.546
O 1.0002 -2.9258 -1.4660 -0.029
C -0.1793 -2.2300 -1.2025 -0.309
C -0.7271 -2.2386 0.2288 -0.085
C -2.1755 -1.7384 0.1392 -0.177
C -3.1234 -2.3987 1.1697 -0.128
C -4.5023 -1.7595 0.9476 -0.254
C -5.1287 -2.3787 -0.3909 -0.220
C -4.5468 -1.6502 -1.6208 -0.246
C -4.5853 -0.1305 -1.5912 -0.452
S -6.2211 0.5773 -2.0185 1.013
C -6.4449 1.7503 -0.7185 -0.691
N -6.6982 1.3203 0.4551 0.017
N -6.7881 2.4376 1.2638 0.061
C -6.5914 3.4353 0.5151 -0.182
O -6.3827 3.0897 -0.7724 0.080
H 2.6988 2.6477 1.3304 0.093
H 1.9897 1.2654 1.7969 0.063
H 3.5762 1.1745 -0.6739 0.055
H 2.1240 2.1733 -0.6861 0.123
H 1.0683 -0.0085 0.4359 0.138
H 3.3698 -0.9847 -1.0169 0.061
H 1.8855 -0.0774 -2.5662 0.009
H 0.7140 1.0668 -1.9057 0.076
H -1.0185 -0.4204 -2.0278 0.134
H 0.5273 -3.6936 -3.3902 0.111
H 2.2567 -2.7836 -3.4154 0.082
H -0.9441 -2.7749 -1.7914 0.154
H -0.7485 -3.2892 0.5424 0.132
H -0.1427 -1.7128 0.9888 0.105
H -2.1926 -0.6498 0.2631 0.133
H -2.5197 -1.9371 -0.8665 0.060
H -3.0823 -3.4850 1.0859 0.132
H -2.7583 -2.1771 2.1793 0.129
H -5.1894 -2.0384 1.9868 0.034
H -4.4529 -0.6757 0.9576 0.091
H -6.1962 -2.2841 -0.3986 0.024
H -4.9522 -3.4524 -0.5028 0.131
H -3.5186 -1.9709 -1.7546 0.077
H -5.0864 -2.0082 -2.5033 0.127
H -3.8945 0.1831 -2.3757 0.060
H -4.1861 0.3019 -0.6737 0.070
H -6.5927 4.4388 0.9053 0.141
Mg 3.8420 -1.1292 1.8088 0.865
C 7.9625 1.8370 7.9965 -0.057
C 7.3617 0.4499 8.0600 -0.185
O 6.0018 0.4500 7.5706 0.042
C 5.8534 0.4051 6.2620 -0.411
O 6.7283 0.3663 5.4495 0.166
C 4.3608 0.3619 5.9100 -0.544
F 3.6478 1.2448 6.6075 0.176
F 3.8380 -0.8474 6.1537 0.159
F 4.1561 0.6264 4.6088 0.077
H 7.3334 2.5502 8.5299 0.085
H 8.9565 1.8411 8.4411 0.087
H 8.0433 2.1843 6.9665 0.078
H 7.3094 0.1128 9.0925 0.128
H 7.9617 -0.2748 7.5114 0.127
Cl -6.7021 -1.6628 1.6244 0.660
C 0.2113 0.4863 -6.1720 -0.053
C 0.8700 1.7967 -5.7632 -0.251
O 0.0319 2.6913 -5.0521 -0.067
C -0.2049 2.4756 -3.6557 -0.442
O 0.8892 2.2972 -2.9526 -0.202
C -1.2391 1.3402 -3.3751 -0.494
F -2.2277 1.3016 -4.2910 0.154
F -1.8444 1.5572 -2.1854 0.130
F -0.7224 0.1007 -3.3187 0.000
H -0.8081 0.6538 -6.5196 0.087
H 0.7860 0.0106 -6.9690 0.083
H 0.1745 -0.2201 -5.3461 0.057
H 1.1275 2.3326 -6.6791 0.123
H 1.8129 1.6233 -5.2372 0.063
H -0.8064 3.3812 -3.4124 0.167
Mg 3.2239 0.8478 -2.9208 1.070
```

The following is a DFT calculation (the ωB97M-V functional and the def2-TZVPD basis) of C22H38BN6OSTc as an isolated structure at a distorted geometry.

Calculated values
2S+1 = 4
LUMO energy (alpha / beta) = -11.5 / -12.2 eV
HOMO level (alpha / beta) = -18.149 / -18.123 eV
⟨S²⟩ = 3.780
Total charge = +3

Structure (XYZ):
```
70
Properties=species:S:1:pos:R:3:lowdin_spin:R:1
Tc 0.0978 0.0384 0.0041 2.438
C -1.9833 -1.4467 -1.5695 0.017
C -3.0364 -1.6940 -0.4951 0.002
C -3.2586 -3.2027 -0.2981 0.002
C -2.7135 -1.0483 0.8099 0.016
C -3.5248 -1.0517 1.9421 0.011
C -2.8222 -0.3578 2.9157 0.045
N -1.6581 0.0327 2.3963 0.005
N -1.5724 -0.3714 1.1101 0.020
B -0.5327 0.8609 3.0169 -0.001
N 0.7524 0.0252 2.8779 0.003
C 1.5877 -0.3738 3.8327 0.050
C 2.6289 -1.0804 3.2395 0.018
C 2.3628 -1.0796 1.8762 0.017
N 1.2031 -0.3995 1.6720 0.034
C 3.2163 -1.7080 0.8244 0.001
C 3.3175 -3.2226 1.0342 0.001
C 4.6128 -1.0841 0.8105 0.001
N -0.3686 2.0777 2.1024 0.007
C -0.4293 3.3773 2.3902 0.048
C -0.2808 4.0960 1.2103 0.013
C -0.1290 3.1429 0.2056 0.016
N -0.1853 1.9104 0.7729 0.026
C 0.0876 3.4366 -1.2397 0.002
C 1.4712 4.0743 -1.4354 0.002
C -0.0832 2.2129 -2.1279 0.018
H -2.3540 -1.7909 -2.5325 0.003
H -1.0792 -2.0195 -1.3370 0.005
H -1.7724 -0.3718 -1.6726 0.003
H -3.9901 -1.2708 -0.8355 0.001
H -2.3603 -3.6816 0.0835 0.000
H -3.5268 -3.6637 -1.2447 0.000
H -4.0665 -3.3881 0.4021 0.000
H -4.4991 -1.4819 2.0482 0.000
H -3.0876 -0.1324 3.9297 0.002
H -0.7655 1.1623 4.1231 0.000
H 1.4255 -0.1458 4.8703 0.002
H 3.4626 -1.5304 3.7381 0.000
H 2.7526 -1.5238 -0.1545 0.000
H 3.8003 -3.4356 1.9872 0.000
H 3.9289 -3.6694 0.2539 0.000
H 2.3446 -3.7048 1.0402 0.000
H 5.0866 -1.1969 1.7830 0.000
H 4.5828 -0.0242 0.5802 0.000
H 5.2394 -1.5929 0.0833 0.000
H -0.5758 3.7265 3.3948 0.002
H -0.2885 5.1622 1.0966 0.000
H -0.6603 4.1858 -1.5301 0.001
H 2.2585 3.3762 -1.1535 0.000
H 1.5743 4.9673 -0.8253 0.000
H 1.6048 4.3624 -2.4755 0.000
H 0.7155 1.4867 -1.9149 0.007
H 0.0120 2.4929 -3.1737 0.003
H -1.0746 1.7776 -1.9940 0.001
C 2.8732 0.2401 -4.0938 0.000
C 2.8691 -1.1876 -3.5911 0.003
S 1.3015 -1.6452 -2.7715 0.023
O 1.3259 -0.9369 -1.3765 0.124
C 1.6622 -3.4039 -2.3368 0.005
C 0.8376 -4.3074 -3.2260 0.000
H 3.7825 0.4099 -4.6680 0.000
H 2.8724 0.9560 -3.2735 0.000
H 2.0301 0.4341 -4.7526 0.000
H 3.6947 -1.3819 -2.9083 0.000
H 2.9204 -1.8856 -4.4270 0.000
H 1.3909 -3.5213 -1.2875 0.000
H 2.7287 -3.5954 -2.4623 0.000
H -0.2250 -4.0835 -3.1532 0.000
H 0.9729 -5.3424 -2.9142 0.000
H 1.1431 -4.2432 -4.2679 0.000
```